# 1
Below is C41H65CeO2P3S2Si as an isolated structure in a non-equilibrium geometry, with properties calculated with ωB97M-V/def2-TZVPD.

Properties
- molecular weight (g/mol) = 915.23
- orbital gap (spin up / spin down) (eV) = 7.49 / 7.56
- HOMO level (spin up / spin down) (Eh) = -0.383 / -0.383
- total charge = +1
- multiplicity = 2
- E_LUMO (spin up / spin down) (eV) = -2.9 / -2.9

```
115
Properties=species:S:1:pos:R:3:forces:R:3:lowdin_charge:R:1
Ce -1.35589 0.50060 -0.72566 0.8 0.0 -0.5 0.110
C -2.45382 -3.85231 -2.02139 -0.1 0.2 0.2 -0.191
Si -1.57812 -2.35142 -1.28795 0.2 -1.9 -0.4 0.209
C -2.79733 -1.65886 0.10149 0.4 0.3 0.0 -0.307
C -4.14728 -1.87878 -0.19282 0.0 -0.1 -0.2 -0.084
C -5.16613 -1.50260 0.66660 0.0 0.0 0.1 -0.051
C -4.86077 -0.87396 1.86195 0.0 0.0 0.0 -0.027
C -3.53581 -0.64182 2.18695 -0.1 -0.1 0.0 -0.068
C -2.49185 -1.00842 1.33077 -0.2 0.0 0.2 -0.405
P -0.73431 -0.70245 1.91902 -0.5 0.3 0.5 1.143
C -0.85896 -1.58831 3.58625 0.2 -0.3 0.0 -0.380
C 0.29936 -2.58970 3.68629 0.1 0.1 -0.1 -0.208
C 1.60932 -1.90005 4.04886 -0.1 -0.1 0.1 -0.200
C 1.47438 -1.20988 5.40439 0.0 0.1 -0.1 -0.186
C 0.35028 -0.17433 5.35990 0.0 -0.1 0.0 -0.187
C -0.97151 -0.77903 4.88295 0.1 0.2 -0.1 -0.182
C -0.69270 1.19318 2.14808 0.1 -0.4 0.1 -0.437
C -1.48691 1.98376 3.19068 -0.3 0.1 -0.2 -0.180
C -1.50522 3.47642 2.80047 0.1 -0.1 -0.1 -0.174
C -0.18242 3.92643 2.15911 0.0 0.0 0.1 -0.186
C 0.96755 3.06868 2.67551 -0.1 0.0 0.0 -0.176
C 0.79578 1.61558 2.20682 -0.1 0.3 0.0 -0.221
C 0.00047 -2.95523 -0.44403 -0.1 0.2 -0.2 -0.286
C -0.18488 -4.24111 0.08239 -0.1 0.0 0.0 -0.107
C 0.80601 -4.93826 0.74521 0.1 0.0 0.1 -0.073
C 2.01920 -4.30720 0.94332 -0.1 0.0 0.1 -0.068
C 2.21974 -3.03314 0.44192 0.0 0.0 -0.1 -0.132
C 1.26599 -2.34079 -0.32063 0.2 0.1 0.0 -0.328
P 1.84565 -0.54323 -0.52996 0.8 0.2 -0.3 1.162
C 1.83335 0.66580 -2.05142 -0.5 -0.5 0.0 -0.430
C 2.01909 0.16895 -3.48952 0.0 0.2 -0.1 -0.198
C 1.79721 1.32279 -4.48921 0.1 0.0 0.1 -0.174
C 2.27143 2.64960 -3.89804 -0.1 -0.1 0.0 -0.179
C 1.39134 3.04495 -2.69655 -0.1 0.0 -0.1 -0.154
C 0.79405 1.80131 -2.01404 0.3 -0.1 0.1 -0.306
C 3.73827 -0.77706 -0.70341 -0.2 -0.1 0.2 -0.423
C 4.58588 -0.64365 0.58997 0.0 -0.1 0.0 -0.204
C 5.86455 -1.48182 0.48745 0.0 0.1 -0.1 -0.200
C 6.52896 -1.26449 -0.87321 -0.1 -0.1 0.0 -0.183
C 5.61806 -1.71386 -2.04170 0.0 0.0 0.1 -0.176
C 4.17936 -1.96584 -1.57604 0.1 0.2 -0.1 -0.214
H -3.04183 -4.41440 -1.29383 0.0 0.0 0.0 0.041
H -1.70204 -4.51622 -2.44982 0.0 0.0 0.0 0.050
H -3.11742 -3.53913 -2.82868 0.0 0.0 0.0 0.040
H -4.41219 -2.37115 -1.12128 0.0 0.0 0.0 0.112
H -6.19775 -1.70260 0.40737 0.0 0.0 0.0 0.120
H -5.64862 -0.56790 2.53768 0.0 0.0 0.0 0.120
H -3.30919 -0.19802 3.14635 0.0 0.0 0.0 0.096
H -1.77722 -2.16687 3.47265 0.0 0.1 -0.1 0.109
H 0.40316 -3.13037 2.74799 0.0 -0.1 -0.1 0.076
H 0.05444 -3.32106 4.46363 0.0 0.0 0.0 0.129
H 1.84533 -1.15842 3.27402 0.1 0.0 0.0 0.089
H 2.42449 -2.62624 4.06412 0.0 0.0 0.0 0.115
H 2.41093 -0.72617 5.68798 0.0 0.0 0.0 0.114
H 1.25190 -1.96275 6.16626 0.0 0.0 0.0 0.119
H 0.65245 0.63676 4.69283 0.0 0.0 0.1 0.081
H 0.20067 0.26149 6.34967 0.0 0.1 0.0 0.120
H -1.72461 0.00387 4.79322 -0.1 -0.1 0.1 0.085
H -1.33005 -1.47615 5.64675 0.0 0.0 0.0 0.128
H -1.10612 1.54042 1.17793 0.2 0.7 0.9 -0.024
H -1.02620 1.86662 4.16963 0.0 0.0 0.0 0.099
H -2.51824 1.64046 3.25656 0.0 0.0 0.1 0.098
H -1.70160 4.06243 3.69941 0.0 0.0 0.0 0.118
H -2.32296 3.65661 2.10152 -0.1 0.0 0.1 0.073
H -0.00201 4.97868 2.37887 0.0 0.0 -0.1 0.115
H -0.24671 3.83622 1.06882 0.0 0.0 0.0 0.094
H 0.98630 3.11656 3.76803 0.0 0.0 0.0 0.117
H 1.92721 3.44873 2.32268 0.0 0.0 0.1 0.115
H 1.35180 0.94675 2.86642 0.0 -0.1 -0.1 0.086
H 1.24082 1.50008 1.22191 0.1 -0.1 0.0 0.050
H -1.14857 -4.72321 -0.03926 0.0 0.0 0.0 0.093
H 0.62263 -5.93547 1.12335 0.0 0.0 0.0 0.114
H 2.81326 -4.78919 1.50020 0.0 0.0 0.0 0.117
H 3.16701 -2.58051 0.66075 0.1 0.1 0.1 0.065
H 2.75003 1.18165 -1.75341 -0.1 0.0 0.1 0.091
H 1.31296 -0.62906 -3.70284 0.1 -0.1 0.0 0.052
H 3.02724 -0.23093 -3.61126 0.0 0.0 0.1 0.105
H 0.73336 1.40072 -4.73534 0.0 0.0 -0.1 0.112
H 2.32258 1.10734 -5.41971 -0.1 0.0 0.0 0.117
H 2.24484 3.43849 -4.64958 0.0 0.0 0.0 0.114
H 3.31497 2.55215 -3.58763 0.0 0.0 0.0 0.115
H 0.57661 3.69508 -3.02303 0.0 0.0 0.0 0.105
H 1.97580 3.60954 -1.96752 0.0 0.0 0.0 0.120
H -0.10338 1.49698 -2.57789 0.0 0.2 0.0 0.022
H 0.55419 2.08714 -0.96607 0.0 0.0 -0.3 0.072
H 4.01518 0.09275 -1.29585 -0.1 0.0 0.0 0.084
H 4.03762 -0.90239 1.49790 -0.1 -0.1 0.0 0.089
H 4.87010 0.40522 0.71122 0.0 0.0 0.0 0.114
H 5.63887 -2.54369 0.61974 0.0 0.0 0.1 0.111
H 6.55251 -1.20037 1.28607 0.0 0.0 0.0 0.114
H 7.47738 -1.80029 -0.91110 0.0 0.0 0.0 0.108
H 6.76545 -0.20144 -0.97052 0.0 0.0 0.0 0.111
H 6.00832 -2.62432 -2.49889 0.0 0.0 0.0 0.111
H 5.61174 -0.94519 -2.81920 0.0 0.0 0.0 0.105
H 4.13847 -2.90939 -1.04013 0.0 0.0 0.0 0.095
H 3.50906 -2.06706 -2.43135 0.0 -0.1 0.0 0.107
C -2.18126 3.90170 -4.78743 -0.2 -0.2 0.2 -0.075
C -3.28070 4.17972 -3.77445 0.2 0.3 -0.1 -0.281
O -3.91034 2.98265 -3.28380 0.4 -0.5 0.1 -0.351
P -3.01321 1.91722 -2.44017 -1.3 0.2 -0.4 0.472
S -1.09298 -1.06582 -2.85016 -0.3 -0.1 0.1 0.483
S -2.79020 2.75445 -0.57212 -0.3 0.6 0.4 0.401
O -4.07628 0.69305 -2.20536 0.3 0.5 -0.6 -0.404
C -5.49548 0.88381 -2.01528 -0.4 0.0 0.2 -0.263
C -6.25841 0.95690 -3.32787 0.3 0.0 0.1 -0.062
H -1.77952 4.84385 -5.15888 0.0 0.0 0.0 0.087
H -2.57284 3.32180 -5.62312 0.0 0.0 0.0 0.087
H -1.36779 3.33322 -4.32995 0.0 0.0 -0.1 0.040
H -4.08236 4.75603 -4.23325 0.0 -0.1 0.1 0.124
H -2.88810 4.75689 -2.93077 -0.1 -0.1 0.0 0.103
H -5.66824 1.77082 -1.39966 0.1 0.0 0.0 0.115
H -5.82173 0.01141 -1.45249 0.1 0.0 0.1 0.093
H -6.14205 1.92925 -3.79513 0.0 0.0 -0.1 0.066
H -7.31867 0.77785 -3.14887 0.0 0.0 0.0 0.083
H -5.88423 0.19195 -4.00933 -0.1 0.0 0.0 0.087
```
Positions in Å, forces in eV/Å.

---

# 2
Below is C4H3NOS as an isolated structure in a non-equilibrium geometry, with properties calculated with ωB97M-V/def2-TZVPD.

Properties
- molecular weight (g/mol) = 113.14
- energy above the lowest of the compared OMol25 structures with the same formula, charge and spin (kJ/mol) = 687.5
- orbital gap (eV) = 7.49
- HOMO level (Eh) = -0.333
- multiplicity = 1
- E_LUMO (eV) = -1.6

```
10
Properties=species:S:1:pos:R:3:forces:R:3:lowdin_charge:R:1
C -0.98488 -1.41743 -0.49168 1.9 0.4 -1.1 -0.226
C -0.14763 -0.55644 0.08831 2.1 1.1 -1.7 0.029
C 1.27576 0.02820 -1.30409 -2.7 -1.0 0.1 -0.078
C 0.61621 0.64510 -0.02142 0.0 0.0 -1.1 -0.258
N -0.75609 -1.75385 -1.82369 -1.5 0.1 0.5 -0.199
O 0.71550 -1.04479 -3.70552 0.9 -0.4 -2.7 -0.369
S 0.20274 -0.64877 -2.46260 0.4 -0.4 4.1 0.833
H -1.67969 -1.90001 0.14426 -1.0 -0.6 0.0 0.104
H 0.20736 1.58615 -0.25922 -1.5 1.1 0.0 0.090
H 1.45101 0.89622 0.53300 1.5 -0.3 2.0 0.075
```
Positions in Å, forces in eV/Å.

---

# 3
Below is a 4-piece molecular cluster, C25H50Cl2F2N7O6 overall in a non-equilibrium geometry, with properties calculated with ωB97M-V/def2-TZVPD.

Properties
- molecular weight (g/mol) = 653.62
- orbital gap (eV) = 5.02
- HOMO level (Eh) = -0.385
- total charge = +1
- multiplicity = 1
- E_LUMO (eV) = -5.5

```
92
Properties=species:S:1:pos:R:3:forces:R:3:lowdin_charge:R:1
C 7.21990 -3.30493 3.32215 0.8 -0.7 1.2 -0.086
O 6.93163 -2.69685 2.02538 -2.7 -1.4 0.3 -0.173
C 5.69994 -3.26933 1.53949 2.1 -1.0 -0.3 -0.117
N 4.49176 -2.38394 1.88420 -0.8 -2.1 -1.1 -0.004
N 4.84078 -1.25756 2.48176 -5.3 0.7 -0.1 0.214
C 3.68701 -0.50897 2.76118 -0.4 2.0 1.3 -0.134
C 4.01050 0.93455 3.45799 0.1 0.0 -0.9 -0.107
C 5.46165 1.52332 3.03367 -0.1 -0.1 0.3 -0.264
N 6.44719 1.10627 4.09488 0.7 0.8 -1.0 -0.035
C 2.20995 -0.81120 2.53245 2.4 -3.8 -1.7 0.129
C 1.91827 -2.16346 1.82800 3.0 2.6 1.6 -0.003
C 0.42784 -2.62992 1.50452 -0.8 1.4 -0.1 -0.599
Cl -0.29736 -3.76495 2.76669 1.4 0.6 -0.8 0.631
C -0.53963 -1.30629 1.49470 -0.3 -0.3 -0.9 -0.664
C -0.29009 -0.35134 0.22547 -0.2 0.5 0.7 -0.111
Cl -2.26705 -1.98450 1.28173 1.2 0.7 0.2 0.558
C 3.24074 -2.88627 1.52177 -2.0 1.8 0.8 -0.065
N 3.17314 -4.20739 0.83406 -1.0 1.4 0.9 0.124
C 2.64885 -5.27364 1.68887 -1.6 -5.0 0.8 -0.326
O 2.34549 -6.42488 1.36426 1.6 5.6 0.9 0.187
F 2.53916 -4.95429 3.09329 0.9 0.4 -3.6 0.031
C 2.55441 -4.13136 -0.48739 -3.5 -1.2 -3.4 -0.310
O 1.57178 -4.75139 -0.90861 4.6 2.5 2.3 0.175
F 3.13601 -3.16722 -1.39004 -0.6 -2.0 3.1 0.063
H 7.86344 -2.61573 3.97352 -0.9 -0.9 -1.3 0.112
H 7.78811 -4.28297 3.12231 -0.8 1.4 0.4 0.114
H 6.28051 -3.55942 3.93255 1.2 0.5 -1.0 0.103
H 5.75725 -3.37028 0.40265 -0.2 0.3 1.6 0.165
H 5.54003 -4.30831 2.02841 0.0 1.8 -0.9 0.155
H 3.21935 1.68971 3.08854 1.0 -1.4 0.7 0.119
H 3.98800 0.84112 4.61310 -0.1 0.0 -2.0 0.136
H 5.46409 2.67295 3.01739 -0.5 -1.8 -0.1 0.127
H 5.75177 1.17797 1.98366 -0.5 0.5 1.5 0.104
H 6.90131 1.98223 4.42319 -0.4 -1.0 -0.1 0.075
H 7.22199 0.55844 3.67869 -0.8 0.4 0.3 0.066
H 1.41182 -0.07289 2.86717 1.4 -1.2 -0.5 0.137
H 0.27634 -3.11909 0.48408 0.6 0.5 1.5 0.109
H -0.54172 -0.75805 2.49582 0.0 -0.9 -1.4 0.103
H -1.28675 0.14464 -0.09806 1.7 -1.0 0.5 0.069
H 0.39692 0.53146 0.51906 -0.8 -1.5 -0.6 0.079
H 0.14979 -0.95631 -0.63878 -0.6 0.9 1.1 0.099
C -4.24254 2.61338 -4.02727 -0.1 0.0 -0.3 -0.068
C -3.10104 3.18152 -3.18899 -0.3 -0.2 0.2 -0.427
C -2.16162 2.10366 -2.60836 0.1 0.3 0.0 -0.199
O -2.69795 1.38995 -1.49590 0.3 -0.1 -0.3 -0.225
C -3.60497 0.35493 -1.84306 -0.2 0.0 0.3 -0.100
N -3.66418 4.03099 -2.13150 0.3 -0.2 0.1 0.040
H -5.04664 2.19508 -3.41845 0.1 0.0 0.0 0.063
H -4.68991 3.40029 -4.64155 0.1 -0.1 0.1 0.081
H -3.88391 1.83029 -4.70228 0.0 0.0 0.1 0.080
H -2.49954 3.81389 -3.85141 0.1 -0.1 0.1 0.137
H -1.26614 2.60744 -2.22847 -0.1 0.0 0.1 0.115
H -1.81914 1.40725 -3.38425 -0.2 -0.1 0.0 0.120
H -3.32861 -0.14085 -2.77808 0.0 0.1 0.0 0.099
H -4.61945 0.75141 -1.90485 -0.1 -0.2 -0.2 0.073
H -3.59431 -0.38883 -1.04179 0.1 0.1 0.0 0.060
H -2.90080 4.49613 -1.64361 -0.1 0.1 -0.1 0.072
H -4.06270 3.41293 -1.42396 -0.1 0.1 -0.2 0.070
C 2.95586 3.55569 -2.34632 -0.1 0.0 -0.3 -0.070
C 4.08765 4.12995 -1.49897 -0.3 -0.3 0.3 -0.423
C 5.03686 3.05813 -0.92320 0.2 0.4 -0.1 -0.183
O 4.50358 2.32888 0.18244 0.1 -0.1 -0.3 -0.216
C 3.61492 1.29233 -0.17193 0.0 0.2 0.2 -0.099
N 3.51062 4.96469 -0.43714 0.3 -0.2 0.1 0.042
H 2.15389 3.12349 -1.74373 0.1 0.0 0.1 0.058
H 2.50201 4.34224 -2.95615 0.1 -0.1 0.1 0.083
H 3.32598 2.78202 -3.02612 0.0 0.0 0.0 0.080
H 4.68441 4.77414 -2.15377 0.1 -0.1 0.1 0.140
H 5.92465 3.56834 -0.53580 -0.1 -0.1 0.1 0.125
H 5.39026 2.37189 -1.70287 -0.2 -0.1 0.0 0.123
H 3.89793 0.80354 -1.10885 -0.1 0.1 0.0 0.103
H 2.59485 1.67642 -0.23397 -0.1 -0.2 -0.2 0.073
H 3.63626 0.54983 0.62770 0.1 0.0 -0.1 0.047
H 4.26666 5.43469 0.05750 -0.1 0.1 -0.1 0.075
H 3.11630 4.33676 0.26393 -0.1 0.1 -0.2 0.065
C -9.38612 -1.25588 0.33830 -0.1 0.0 0.3 -0.074
C -8.33254 -2.01071 -0.46691 -0.3 0.2 -0.3 -0.431
C -7.35493 -1.08981 -1.22710 0.0 -0.2 -0.1 -0.215
O -7.89953 -0.48906 -2.39845 0.3 0.1 0.4 -0.196
C -8.71368 0.64615 -2.15323 -0.1 -0.1 -0.4 -0.105
N -9.00798 -2.94562 -1.37582 0.3 0.1 -0.1 0.039
H -10.19147 -0.86163 -0.28434 0.1 -0.1 0.0 0.066
H -9.85207 -1.92133 1.07115 0.1 0.0 -0.1 0.078
H -8.93945 -0.42068 0.88656 0.0 0.0 0.0 0.078
H -7.74034 -2.59495 0.24652 0.1 0.0 -0.1 0.133
H -6.51740 -1.70373 -1.57589 -0.1 0.0 -0.1 0.116
H -6.92448 -0.32593 -0.56646 -0.1 0.1 0.1 0.113
H -8.35438 1.23682 -1.30535 0.0 -0.1 0.1 0.091
H -9.74854 0.33916 -1.99410 0.0 0.2 0.2 0.075
H -8.69422 1.27620 -3.04584 0.1 -0.1 0.0 0.089
H -8.30520 -3.52512 -1.83099 -0.1 -0.1 0.1 0.072
H -9.40108 -2.39632 -2.14077 -0.1 -0.1 0.2 0.072
```
Positions in Å, forces in eV/Å.

---

# 4
Below is an isolated ion of composition C3H10N5S2 and charge +1 in a non-equilibrium geometry, with properties calculated with ωB97M-V/def2-TZVPD.

Properties
- molecular weight (g/mol) = 180.28
- energy above the lowest of the compared OMol25 structures with the same formula, charge and spin (kJ/mol) = 61.2
- orbital gap (eV) = 8.95
- SMILES string = NC1(N)SC(=S)N[C@@]1(N)[NH3+]
- HOMO level (Eh) = -0.458
- total charge = +1
- multiplicity = 1
- E_LUMO (eV) = -3.5

```
20
Properties=species:S:1:pos:R:3:forces:R:3:lowdin_charge:R:1
C 0.48804 -0.73888 2.69227 0.8 2.8 -2.0 -1.271
C 0.62488 0.14830 0.44066 -2.8 0.5 -1.8 -0.548
C -0.94444 -0.27348 0.45558 -0.9 2.0 1.7 -0.633
N 1.03137 0.22383 1.75927 -1.0 -2.6 -0.2 0.012
N 0.97842 1.29943 -0.28805 -0.6 -0.5 -2.3 0.134
N -1.73253 0.86215 0.90382 2.6 -0.5 1.2 0.086
N -1.43917 -0.68872 -0.80675 1.4 -2.2 -0.2 0.080
N 1.12178 -1.18404 -0.28004 0.9 0.1 0.5 0.208
S 0.94311 -0.85291 4.18383 0.7 -0.4 2.0 0.788
S -0.79238 -1.55230 1.94184 -1.8 -1.0 -1.3 0.989
H 1.58614 0.98290 1.99573 1.4 1.2 1.2 0.120
H 1.11460 2.11106 0.26086 0.0 0.7 0.6 0.085
H 0.45724 1.57056 -1.18237 0.8 -1.0 1.9 0.152
H -2.62613 1.05593 0.57340 -1.6 -0.3 -1.2 0.069
H -1.76949 0.96622 1.91005 0.3 0.0 -0.1 0.090
H -1.57781 -1.69654 -0.91009 0.4 0.2 0.2 0.109
H -2.31279 -0.33940 -1.08377 -1.2 1.2 -0.1 0.084
H 1.09872 -1.74294 0.61084 -0.4 -0.8 -1.7 0.109
H 2.10606 -1.12937 -0.54514 -0.1 0.2 -0.3 0.161
H 0.49191 -1.46103 -1.11397 1.1 0.4 1.9 0.176
```
Positions in Å, forces in eV/Å.

---

Look up the molecular weight of the third one. 653.62 g/mol